[1]
Here is a molecular structure, C4H7F at a distorted geometry from OMol25. Energies are from ωB97M-V/def2-TZVPD.

ORCA input file:
```
! wB97M-V def2-TZVPD RIJCOSX def2/J DEFGRID3
* xyz 0 1
C 1.35739 0.49990 0.17523
C 0.16094 -0.11701 -0.66314
C -0.68197 -0.74064 0.34830
C -1.25689 0.47162 -0.37754
H 1.45472 1.85781 0.10791
H 1.05129 0.33467 1.51290
H 0.28863 -0.70510 -1.65575
H -0.92067 -2.06470 0.06257
H -0.43234 -0.66731 1.41488
H -2.13472 0.23427 -0.98154
H -1.35037 1.22197 0.35444
F 2.46399 -0.32549 -0.29828
*
```

Its LUMO energy is 1.05 eV. The value obtained for the energy above the lowest of the compared OMol25 structures with the same formula, charge and spin is 399.9 kJ/mol.

***

[2]
Here is a single C4H7F molecule at a distorted geometry from OMol25. Energies are from ωB97M-V/def2-TZVPD.

ORCA input file:
```
! wB97M-V def2-TZVPD RIJCOSX def2/J DEFGRID3
* xyz 0 1
C 0.41426 1.36507 0.12608
C 0.50393 0.09547 -0.10981
F 1.59607 -0.53268 -0.04521
C -0.47385 -0.82488 -0.01907
C -1.83841 -0.01562 -0.03795
H 1.39486 1.62185 0.32007
H -0.52936 2.08635 -0.45287
H -0.31562 -1.77642 -0.65536
H -0.24475 -1.35710 1.08107
H -2.21734 0.67350 -0.96614
H -1.63269 0.56807 0.82280
H -2.45531 -0.74237 0.50181
*
```

Its structure (SMILES) is C=C(F)CC. Its LUMO energy is 1.00 eV. The value obtained for the energy above the lowest of the compared OMol25 structures with the same formula, charge and spin is 341.8 kJ/mol.

***

[3]
Here is a single C4H7F2N molecule at a distorted geometry from OMol25. Energies are from ωB97M-V/def2-TZVPD.

ORCA input file:
```
! wB97M-V def2-TZVPD RIJCOSX def2/J DEFGRID3
* xyz 0 1
C -0.55745 -0.03255 -1.22829
C 0.44237 0.18696 -0.18091
C -1.84739 -0.14943 -0.44784
C 1.20759 -0.93050 0.40851
N 0.64554 1.40177 0.43185
F -2.14534 1.00733 0.31405
F -1.91063 -1.13669 0.46701
H -0.61985 0.85705 -1.82838
H -0.44692 -0.95286 -1.81330
H 2.30161 -0.73703 0.47221
H 0.86405 -1.73996 -0.12905
H 0.91337 -0.97426 1.46341
H 1.12847 1.16417 1.39575
H 0.02457 2.03600 0.67497
*
```

Its LUMO energy (spin up / spin down) is 0.30 / 0.89 eV. The value obtained for the energy above the lowest of the compared OMol25 structures with the same formula, charge and spin is 287.9 kJ/mol.

***

[4]
Here is a molecular structure, C4H7FI2 at a distorted geometry from OMol25. Energies are from ωB97M-V/def2-TZVPD.

ORCA input file:
```
! wB97M-V def2-TZVPD RIJCOSX def2/J DEFGRID3
* xyz 0 1
C 1.90061 -0.56013 -0.21639
C 0.80950 0.58961 0.02984
C -0.48204 -0.12688 0.47396
C -1.79368 0.22598 -0.27918
F -1.71257 0.20198 -1.63234
I -3.21678 -1.32184 0.22926
I -2.65066 2.15792 0.19950
H 2.17659 -1.09471 0.72993
H 2.77171 0.00976 -0.41184
H 1.68833 -1.22248 -0.97766
H 0.72631 1.06146 -0.89287
H 0.97763 1.20158 0.88292
H -0.80251 0.11668 1.57326
H -0.39247 -1.23894 0.29162
*
```

Its LUMO energy is -0.16 eV. The value obtained for the energy above the lowest of the compared OMol25 structures with the same formula, charge and spin is 10.7 kJ/mol.

***

Among the records above, which one has the lowest energy above the lowest of the compared OMol25 structures with the same formula, charge and spin? C4H7FI2